# 1
{"formula": "C35H65ClF2LiMgN4O14S3", "method": "the ωB97M-V functional and the def2-TZVPD basis", "elements": ["C", "O", "C", "C", "C", "C", "C", "C", "C", "C", "C", "C", "C", "C", "F", "C", "C", "C", "O", "C", "N", "C", "C", "C", "S", "N", "C", "C", "F", "H", "H", "H", "H", "H", "H", "H", "H", "H", "H", "H", "H", "H", "H", "H", "H", "H", "H", "H", "H", "H", "H", "H", "H", "H", "H", "H", "H", "H", "H", "C", "S", "O", "C", "H", "H", "H", "H", "H", "H", "Cl", "C", "C", "O", "N", "C", "H", "H", "H", "H", "H", "H", "H", "Mg", "C", "O", "O", "O", "H", "C", "C", "C", "O", "C", "N", "H", "H", "H", "H", "H", "H", "H", "H", "H", "H", "H", "H", "O", "H", "H", "C", "O", "H", "H", "H", "C", "C", "O", "S", "O", "O", "O", "H", "H", "H", "H", "Li"], "xyz": [[0.883, -5.374, -2.548], [0.250, -4.105, -2.520], [0.259, -3.518, -3.819], [-0.924, -2.556, -3.997], [-0.602, -1.133, -3.443], [-1.306, -0.858, -2.078], [-0.338, -0.906, -0.887], [-0.858, -0.064, 0.312], [-0.188, 1.322, 0.406], [1.025, 1.423, 1.321], [1.305, 2.726, 1.881], [0.406, 3.918, 1.537], [-0.817, 3.882, 2.479], [-1.989, 4.735, 1.976], [-0.492, 4.290, 3.784], [2.379, 2.928, 2.694], [2.710, 4.299, 3.255], [3.527, 5.147, 2.264], [4.195, 4.657, 1.382], [3.255, 1.845, 3.038], [4.300, 2.116, 3.878], [4.991, 1.041, 4.141], [6.181, 1.207, 5.094], [4.719, -0.279, 3.582], [5.714, -1.713, 4.017], [3.747, -0.491, 2.759], [2.979, 0.603, 2.493], [1.871, 0.421, 1.630], [1.695, -0.803, 1.117], [0.200, -6.158, -2.918], [1.119, -5.638, -1.508], [1.802, -5.373, -3.148], [0.205, -4.330, -4.563], [1.211, -2.987, -4.007], [-1.149, -2.524, -5.072], [-1.822, -2.982, -3.527], [-0.960, -0.422, -4.203], [0.490, -1.061, -3.361], [-2.119, -1.583, -2.005], [-1.716, 0.215, -2.162], [0.678, -0.609, -1.172], [-0.304, -1.952, -0.544], [-1.948, 0.058, 0.211], [-0.629, -0.621, 1.238], [0.050, 1.761, -0.577], [-0.947, 1.996, 0.832], [0.931, 4.874, 1.573], [-0.016, 3.786, 0.533], [-1.199, 2.851, 2.585], [-2.826, 4.581, 2.681], [-2.349, 4.408, 0.993], [-1.758, 5.805, 1.946], [3.325, 4.231, 4.164], [1.811, 4.859, 3.540], [3.495, 6.260, 2.377], [7.146, 1.095, 4.589], [6.042, 0.491, 5.914], [6.114, 2.211, 5.530], [6.980, -1.248, 4.106], [10.438, 0.426, 2.859], [10.989, 0.254, 4.602], [9.774, 0.105, 5.425], [11.584, 1.971, 4.782], [9.997, -0.518, 2.543], [9.695, 1.221, 2.785], [11.292, 0.657, 2.200], [10.765, 2.663, 4.578], [12.423, 2.169, 4.090], [11.932, 2.105, 5.804], [-3.692, 0.348, -1.663], [3.756, -7.249, -6.460], [2.328, -7.148, -5.983], [1.858, -6.103, -5.558], [1.564, -8.270, -6.039], [1.940, -9.591, -6.507], [4.233, -6.280, -6.355], [4.306, -7.975, -5.860], [3.784, -7.538, -7.511], [0.623, -8.131, -5.705], [1.288, -9.874, -7.335], [1.805, -10.308, -5.695], [2.972, -9.621, -6.840], [12.755, 0.613, 3.082], [-3.999, 2.186, -4.785], [-4.586, 2.115, -5.887], [-4.760, 2.750, -3.780], [-2.847, 1.816, -4.504], [-5.529, 2.894, -4.362], [-2.659, 0.783, 6.445], [-3.638, 1.719, 5.744], [-4.850, 0.996, 5.144], [-4.474, 0.288, 3.946], [-4.188, -1.108, 4.146], [-2.920, 2.395, 4.594], [-2.098, 0.147, 5.749], [-1.919, 1.349, 7.009], [-3.185, 0.134, 7.144], [-3.956, 2.506, 6.428], [-5.585, 1.744, 4.834], [-5.341, 0.346, 5.867], [-4.701, -1.530, 5.007], [-3.116, -1.249, 4.266], [-4.494, -1.653, 3.254], [-1.972, 2.721, 4.837], [-3.452, 3.187, 4.220], [-2.861, 1.720, 3.822], [-6.877, 0.253, -6.586], [-6.766, 0.109, -7.530], [-6.101, 0.779, -6.339], [1.164, -0.269, 5.024], [0.148, -0.217, 5.926], [2.063, -0.847, 5.332], [0.936, -0.724, 4.029], [1.610, 0.708, 4.728], [-9.535, 1.821, -7.893], [-10.868, 1.108, -7.955], [-11.663, 1.742, -6.947], [-11.244, 3.290, -6.834], [-12.157, 4.064, -7.594], [-10.961, 3.577, -5.476], [-9.865, 3.196, -7.648], [-8.929, 1.460, -7.061], [-8.972, 1.726, -8.819], [-10.779, 0.042, -7.761], [-11.359, 1.261, -8.920], [-2.237, -0.082, 3.866]], "lowdin_charge": [-0.1209, -0.1990, -0.2356, -0.1500, -0.1463, -0.2776, -0.1762, -0.2040, -0.1194, -0.0784, -0.1033, -0.0580, -0.3747, -0.0150, -0.0281, -0.1128, -0.0987, -0.2332, 0.0597, -0.1643, 0.2010, -0.2810, -0.0523, -0.5707, 0.8219, 0.1438, -0.1584, -0.1773, 0.0982, 0.0893, 0.0850, 0.0755, 0.1068, 0.1286, 0.1159, 0.1157, 0.1110, 0.1096, 0.0700, 0.0344, 0.1184, 0.1234, 0.0402, 0.0976, 0.1461, 0.0831, 0.1274, 0.1224, 0.1046, 0.0580, 0.1001, 0.0996, 0.1200, 0.1001, 0.1271, 0.0564, 0.0811, 0.0804, -0.1528, -0.3017, 0.6820, -0.4683, -0.2884, 0.0828, 0.0852, -0.0808, 0.0832, -0.0539, 0.0811, 0.2442, -0.0081, -0.5412, 0.0173, 0.0081, -0.0733, 0.0825, 0.0852, 0.0862, 0.1395, 0.0846, 0.0837, 0.0726, 0.6343, -0.7820, 0.0270, 0.0438, 0.0782, 0.1087, -0.0398, -0.2846, -0.1322, -0.2030, -0.0546, 0.2206, 0.0054, 0.1057, 0.1136, 0.1650, 0.1433, 0.1449, 0.1217, 0.0421, 0.1223, 0.1693, 0.1657, 0.1171, -0.0648, 0.0351, 0.0025, -0.4191, -0.3722, 0.0591, 0.0388, 0.0455, -0.1674, -0.1663, -0.1889, 0.6033, -0.2193, -0.2208, -0.1861, 0.1101, 0.1359, 0.1352, 0.1322, 0.7075], "homo_energy_ev": -7.84, "gap_ha": 0.031, "relative_energy_kj_mol": 0.00, "total_charge": 1, "total_energy_ha": -4706.3289, "max_force_ev_per_a": 4.6}

---

# 2
{"formula": "C35H66BBrIN3O17PS5", "method": "the ωB97M-V functional and the def2-TZVPD basis", "elements": ["C", "C", "C", "C", "C", "C", "Br", "C", "O", "N", "C", "C", "O", "N", "C", "C", "C", "C", "O", "C", "N", "B", "O", "O", "C", "O", "P", "O", "I", "H", "H", "H", "H", "H", "H", "H", "H", "H", "H", "H", "H", "H", "H", "H", "H", "H", "H", "H", "H", "H", "H", "H", "H", "H", "H", "C", "C", "C", "S", "O", "O", "C", "H", "H", "H", "H", "H", "H", "H", "H", "C", "C", "C", "S", "O", "O", "C", "H", "H", "H", "H", "H", "H", "H", "H", "C", "C", "C", "S", "O", "O", "C", "H", "H", "H", "H", "H", "H", "H", "H", "C", "C", "C", "S", "O", "O", "C", "H", "H", "H", "H", "H", "H", "H", "H", "C", "C", "C", "S", "O", "O", "C", "H", "H", "H", "H", "H", "H", "H", "H"], "xyz": [[3.409, -1.822, 3.049], [2.403, -2.178, 2.443], [1.005, -2.783, 1.997], [0.526, -4.060, 2.792], [1.657, -4.988, 3.408], [2.797, -5.452, 2.420], [2.369, -4.291, 5.154], [0.088, -1.444, 2.072], [-0.355, -1.044, 3.373], [-0.923, -1.436, 0.936], [-1.515, -0.063, 1.085], [-2.347, 0.503, -0.150], [-3.059, 1.717, 0.248], [-1.893, -2.462, 0.885], [-2.617, -2.738, 2.147], [-3.562, -4.017, 1.870], [-3.795, -4.849, 3.220], [-0.072, -1.786, -0.267], [-0.614, -2.585, -1.337], [-1.428, -1.918, -2.204], [-2.198, -1.326, -2.836], [0.871, -0.690, -0.996], [1.459, -0.851, -2.291], [1.231, 0.528, -0.342], [1.047, -2.817, 0.337], [2.363, -2.183, 0.139], [1.351, -4.479, -0.529], [1.682, -4.204, -2.192], [-0.695, -5.894, -0.521], [4.335, -1.835, 3.704], [-0.066, -3.673, 3.691], [-0.193, -4.734, 2.235], [1.121, -5.946, 3.719], [3.341, -4.629, 1.880], [3.567, -6.020, 3.027], [2.344, -6.201, 1.693], [0.903, -0.659, 1.918], [0.098, -0.206, 3.605], [-0.718, 0.720, 1.317], [-2.238, 0.010, 1.981], [-1.735, 0.781, -1.054], [-3.172, -0.202, -0.516], [-3.473, 1.550, 1.130], [-2.649, -2.230, 0.216], [-1.991, -2.986, 3.045], [-3.340, -1.883, 2.383], [-4.577, -3.660, 1.515], [-3.111, -4.697, 1.086], [-3.819, -5.967, 3.014], [-4.780, -4.536, 3.700], [-2.964, -4.637, 3.975], [2.436, -0.761, -2.197], [2.024, 0.872, -0.809], [2.947, -2.849, -0.300], [2.605, -4.542, -2.271], [6.628, 2.429, 0.126], [6.838, 3.330, -1.094], [6.105, 2.683, -2.273], [4.754, 1.744, -1.568], [4.987, 0.338, -1.816], [3.499, 2.384, -1.901], [5.143, 2.090, 0.140], [6.935, 2.921, 1.050], [7.220, 1.516, 0.017], [6.413, 4.318, -0.894], [7.897, 3.468, -1.317], [5.706, 3.431, -2.958], [6.751, 1.991, -2.813], [4.905, 1.225, 0.758], [4.546, 2.950, 0.450], [-1.536, 2.730, -5.368], [-2.061, 1.340, -4.998], [-3.530, 1.276, -5.421], [-3.704, 2.406, -6.800], [-4.566, 3.493, -6.399], [-3.932, 1.652, -8.009], [-2.016, 2.988, -6.791], [-0.449, 2.786, -5.296], [-1.959, 3.477, -4.689], [-1.489, 0.580, -5.538], [-1.949, 1.137, -3.932], [-3.815, 0.274, -5.738], [-4.191, 1.615, -4.622], [-1.985, 4.041, -7.072], [-1.454, 2.391, -7.511], [-4.213, 2.210, 6.253], [-2.749, 1.853, 6.519], [-2.174, 1.282, 5.221], [-3.107, 2.030, 3.886], [-3.862, 0.989, 3.211], [-2.258, 2.948, 3.168], [-4.221, 2.958, 4.926], [-4.634, 2.816, 7.057], [-4.807, 1.296, 6.172], [-2.199, 2.756, 6.800], [-2.650, 1.141, 7.340], [-1.118, 1.530, 5.106], [-2.311, 0.201, 5.165], [-5.207, 3.004, 4.465], [-3.811, 3.963, 5.038], [8.101, -4.809, 6.454], [6.638, -5.245, 6.326], [5.772, -3.992, 6.477], [6.772, -2.620, 5.912], [7.037, -1.752, 7.031], [6.235, -2.122, 4.661], [8.242, -3.573, 5.573], [8.787, -5.599, 6.148], [8.320, -4.554, 7.495], [6.476, -5.688, 5.338], [6.374, -5.998, 7.070], [4.869, -4.050, 5.872], [5.510, -3.811, 7.521], [9.128, -2.982, 5.800], [8.229, -3.841, 4.515], [-6.676, 5.978, -10.070], [-6.373, 5.383, -8.691], [-5.359, 6.302, -8.008], [-5.628, 7.938, -8.687], [-4.457, 8.323, -9.439], [-6.201, 8.788, -7.670], [-6.910, 7.465, -9.836], [-7.543, 5.504, -10.534], [-5.816, 5.833, -10.731], [-7.293, 5.346, -8.101], [-5.991, 4.363, -8.766], [-5.505, 6.331, -6.929], [-4.334, 6.007, -8.236], [-6.831, 8.061, -10.745], [-7.872, 7.641, -9.353]], "lowdin_charge": [0.1329, -0.1004, -0.1917, -0.1763, -0.6549, -0.1524, 0.7181, -0.2277, 0.0149, -0.0926, -0.0640, -0.1808, -0.0734, 0.0500, -0.1610, -0.2083, -0.1049, -0.1671, -0.0564, -0.2312, 0.2390, -0.5309, 0.1350, 0.1348, -0.3963, -0.0994, 0.6504, -0.3480, 0.5295, 0.0486, 0.1065, 0.0717, 0.1007, 0.0634, 0.0800, 0.0678, 0.1719, 0.1290, 0.1618, 0.1173, 0.1240, 0.1247, 0.0542, 0.1505, 0.0959, 0.1332, 0.1128, 0.0462, 0.0813, 0.0830, 0.0715, 0.1126, 0.0858, 0.0977, 0.0600, -0.2162, -0.2093, -0.2146, 0.6723, -0.3237, -0.3203, -0.2302, 0.1213, 0.1228, 0.1217, 0.1203, 0.1091, 0.1102, 0.1070, 0.1139, -0.2209, -0.2322, -0.2217, 0.6638, -0.3204, -0.3229, -0.2305, 0.1164, 0.1215, 0.1190, 0.0830, 0.1042, 0.1061, 0.1080, 0.1106, -0.2133, -0.2072, -0.2270, 0.6781, -0.3392, -0.3027, -0.2181, 0.1235, 0.1230, 0.1234, 0.1210, 0.1021, 0.1028, 0.1157, 0.1168, -0.2176, -0.2117, -0.2417, 0.6767, -0.3070, -0.3566, -0.2296, 0.1192, 0.1233, 0.1168, 0.1188, -0.0069, 0.1124, 0.1115, 0.1090, -0.2232, -0.2182, -0.2338, 0.6642, -0.3242, -0.3295, -0.2370, 0.1154, 0.1202, 0.1212, 0.1056, 0.1017, 0.0991, 0.1077, 0.1079], "homo_energy_ev": -10.86, "gap_ha": 0.293, "relative_energy_kj_mol": 374.81, "total_charge": 1, "total_energy_ha": -8044.9825, "max_force_ev_per_a": 4.2}